# 1
Entry from the Open Molecules 2025 dataset: a molecular structure, C2F6N2O2 at a distorted geometry (the ωB97M-V functional and the def2-TZVPD basis).

The geometry in XYZ format:
```
12
C2F6N2O2 (the ωB97M-V functional and the def2-TZVPD basis)
F 2.69 0.64 0.02
F -1.67 1.45 -0.16
F -3.03 -0.11 0.45
F -1.64 -0.44 -1.17
F 1.04 1.41 -1.12
O -0.91 -0.33 0.91
O 1.02 -2.84 -0.07
C 1.41 0.89 0.01
F 1.03 1.57 1.03
N 0.65 -0.66 0.13
C -1.77 0.11 0.07
N 1.18 -1.68 -0.11
```

Values from the calculation:
Energy (eV): -25448.9579
Energy relative to the best compared isomer or geometry (same formula, charge and spin) (kcal/mol): 27.15
Frontier orbital gap (spin up / spin down) (eV): 9.1 / 9.1

Atom charges from the Mulliken analysis, given in e for atoms 1 to 2:
1. F -0.19
2. F -0.28

***

# 2
Entry from the Open Molecules 2025 dataset: a molecular structure, C2FHgMgO2 at a distorted geometry (the ωB97M-V functional and the def2-TZVPD basis).

The geometry in XYZ format:
```
7
C2FHgMgO2 (the ωB97M-V functional and the def2-TZVPD basis)
C 0.39 0.51 0.05
F -1.23 -1.22 -0.01
O -0.51 1.36 -0.12
Mg 2.21 -1.21 0.09
O 1.66 0.73 -0.02
C 0.11 -0.94 -0.08
Hg -2.63 0.78 0.08
```

Values from the calculation:
⟨S²⟩: 2.010
Energy (eV): -18495.9287
Total charge: +1
Frontier orbital gap (spin up / spin down) (eV): 6.5 / 7.9
Spin multiplicity: 3

Atom charges from the Mulliken analysis, given in e for atoms 1 to 2:
1. C 1.45
2. F -0.17

***

# 3
Entry from the Open Molecules 2025 dataset: a molecular structure, C2FI2O2 at a distorted geometry (the ωB97M-V functional and the def2-TZVPD basis).

The geometry in XYZ format:
```
7
C2FI2O2 (the ωB97M-V functional and the def2-TZVPD basis)
F -0.28 0.22 1.77
O 1.51 -1.30 -0.31
O 1.49 0.83 -1.04
C 1.23 -0.17 -0.57
I -1.52 1.96 -0.23
I -1.88 -1.61 -0.06
C -0.54 0.08 0.45
```

Values from the calculation:
Energy (eV): -25088.6531
Energy relative to the best compared isomer or geometry (same formula, charge and spin) (kcal/mol): 13.86
Total charge: -1
Frontier orbital gap (eV): 7.0

Atom charges from the Mulliken analysis, given in e for atoms 1 to 2:
1. F -0.20
2. O -0.54

***

# 4
Entry from the Open Molecules 2025 dataset: a molecular structure, C2FI3 at a distorted geometry (the ωB97M-V functional and the def2-TZVPD basis).

The geometry in XYZ format:
```
6
C2FI3 (the ωB97M-V functional and the def2-TZVPD basis)
F 0.51 -0.13 -2.03
I -1.61 2.29 0.27
I 0.00 0.05 2.49
C 0.06 -0.75 -0.98
I 1.26 -2.30 -0.36
C -0.22 0.83 0.61
```

Values from the calculation:
Energy (eV): -29087.2452
Energy relative to the best compared isomer or geometry (same formula, charge and spin) (kcal/mol): 97.21
Frontier orbital gap (spin up / spin down) (eV): 6.5 / 7.1

Atom charges from the Mulliken analysis, given in e for atoms 1 to 2:
1. F -0.09
2. I 0.15

***

# 5
Entry from the Open Molecules 2025 dataset: C2FN3 in the gas phase at a distorted geometry (the ωB97M-V functional and the def2-TZVPD basis).

The geometry in XYZ format:
```
6
C2FN3 (the ωB97M-V functional and the def2-TZVPD basis)
N -1.15 -0.84 -0.60
C 1.25 0.04 -0.08
C -0.39 0.16 0.05
N -1.26 -0.79 0.61
N 2.39 0.02 0.02
F -0.83 1.41 0.00
```

Values from the calculation:
Energy (eV): -9258.0593
Energy relative to the best compared isomer or geometry (same formula, charge and spin) (kcal/mol): 11.29
Frontier orbital gap (eV): 10.8

Atom charges from the Mulliken analysis, given in e for atoms 1 to 2:
1. N -0.21
2. C 0.07

***

# 6
Entry from the Open Molecules 2025 dataset: 2 unconnected molecules or ions with the total composition C2FNO at a distorted geometry (the ωB97M-V functional and the def2-TZVPD basis).

The geometry in XYZ format:
```
5
C2FNO (the ωB97M-V functional and the def2-TZVPD basis)
O 2.31 0.99 -0.01
C -1.95 0.05 0.14
F 1.89 -1.22 0.05
C 1.55 0.08 -0.12
N -3.03 -0.18 -0.13
```

Values from the calculation:
Energy (eV): -8322.9228
Frontier orbital gap (spin up / spin down) (eV): 11.3 / 6.7

Atom charges from the Mulliken analysis, given in e for atoms 1 to 2:
1. O -0.27
2. C 0.17

***

# 7
Entry from the Open Molecules 2025 dataset: C2FNO2S in the gas phase at a distorted geometry (the ωB97M-V functional and the def2-TZVPD basis).

The geometry in XYZ format:
```
7
C2FNO2S (the ωB97M-V functional and the def2-TZVPD basis)
C -0.35 -0.35 0.93
N 0.87 -0.56 -0.94
F 0.31 1.44 -1.85
O 0.48 -1.18 0.22
C 0.28 0.55 -0.91
S -1.07 -0.63 2.39
O -0.52 0.73 0.16
```

Values from the calculation:
Energy (eV): -21209.3446
Energy relative to the best compared isomer or geometry (same formula, charge and spin) (kcal/mol): 1.63
Frontier orbital gap (eV): 9.9

Atom charges from the Mulliken analysis, given in e for atoms 1 to 2:
1. C 0.39
2. N -0.21

***

# 8
Entry from the Open Molecules 2025 dataset: C2H10ClN4PS in the gas phase at a distorted geometry (the ωB97M-V functional and the def2-TZVPD basis).

The geometry in XYZ format:
```
19
C2H10ClN4PS (the ωB97M-V functional and the def2-TZVPD basis)
H 1.60 -0.77 -1.46
H 0.71 -1.31 3.20
H -1.41 1.96 -1.87
H -0.96 0.74 -3.15
P 0.37 0.99 0.26
H -0.02 2.20 -2.85
Cl 2.34 1.18 0.23
N -1.35 -0.73 1.41
H 0.39 -1.05 -2.52
H -0.08 0.30 3.57
N -0.09 -0.24 1.52
C 0.49 -0.26 2.87
C -0.57 1.41 -2.38
H -2.12 -0.08 1.18
N 0.06 0.51 -1.30
S -1.46 -2.06 0.20
H 1.52 0.28 2.83
N 0.95 -0.35 -2.02
H -0.35 -2.73 0.28
```

Values from the calculation:
Energy (eV): -40839.7963
Energy relative to the best compared isomer or geometry (same formula, charge and spin) (kcal/mol): 59.19
Frontier orbital gap (eV): 8.5

Atom charges from the Mulliken analysis, given in e for atoms 1 to 2:
1. H 0.22
2. H 0.25

***

# 9
Entry from the Open Molecules 2025 dataset: 2 unconnected molecules or ions with the total composition C2H10N2O at a distorted geometry (the ωB97M-V functional and the def2-TZVPD basis).

The geometry in XYZ format:
```
15
C2H10N2O (the ωB97M-V functional and the def2-TZVPD basis)
H 2.02 -2.04 0.65
H 1.28 0.25 -1.84
H 1.01 -1.98 -1.46
H -2.77 2.78 1.32
H 0.57 -1.78 1.36
H 0.53 1.93 -0.24
C 0.40 0.08 -1.22
H -2.01 1.53 1.37
H 0.29 0.53 0.76
O -2.13 2.33 1.89
H -0.53 0.02 -1.80
C 0.51 -1.42 -0.68
N 0.19 1.00 -0.13
H -0.52 -1.76 -0.59
N 1.16 -1.49 0.61
```

Values from the calculation:
Energy (eV): -7263.2493
Energy relative to the best compared isomer or geometry (same formula, charge and spin) (kcal/mol): 15.54
Frontier orbital gap (eV): 9.7

Atom charges from the Mulliken analysis, given in e for atoms 1 to 2:
1. H 0.18
2. H 0.33

***

# 10
Entry from the Open Molecules 2025 dataset: 3 unconnected molecules or ions with the total composition C2H10N2O2 at a distorted geometry (the ωB97M-V functional and the def2-TZVPD basis).

The geometry in XYZ format:
```
16
C2H10N2O2 (the ωB97M-V functional and the def2-TZVPD basis)
N 0.91 -0.03 0.18
H -6.49 2.90 1.12
H -6.69 1.76 0.11
O -6.96 2.65 0.32
H 1.59 -2.77 -0.80
C 1.56 -2.89 0.27
N 2.34 -1.79 0.87
O 1.65 1.96 -2.26
C 1.80 -0.54 0.95
H 2.00 -3.80 0.66
H 1.14 1.50 -1.59
H 0.51 -2.79 0.60
H 2.82 -1.98 1.72
H 0.13 0.28 0.74
H 2.01 1.25 -2.82
H 2.12 -0.03 1.88
```

Values from the calculation:
Energy (eV): -9310.0999
Energy relative to the best compared isomer or geometry (same formula, charge and spin) (kcal/mol): 33.89
Frontier orbital gap (eV): 9.6

Atom charges from the Mulliken analysis, given in e for atoms 1 to 2:
1. N -0.68
2. H 0.32